1.
Formula: C19H28IrN5PS4
Source: OMol25
Level of theory: ωB97M-V with the def2-TZVPD basis set

```
58
Properties=species:S:1:pos:R:3:forces:R:3
Ir -0.212281 -0.158096 0.779075 0.180 -0.091 -0.168
C -4.856467 0.144625 0.067239 0.007 0.022 -0.002
C -3.467101 -0.291557 0.445440 0.038 0.065 -0.013
S -2.157843 0.764405 -0.082012 -0.001 0.198 -0.008
C -3.212705 -1.408268 1.123439 -0.012 -0.092 0.021
C -4.292384 -2.352709 1.578754 0.002 -0.005 0.011
S -1.571785 -1.866781 1.572582 0.058 -0.085 0.026
H -4.835031 1.062119 -0.518663 0.001 -0.003 -0.003
H -5.466041 0.329044 0.954932 0.005 0.002 0.000
H -5.362724 -0.619951 -0.525104 0.005 -0.003 0.003
H -5.034847 -1.835411 2.190284 0.001 -0.002 -0.001
H -3.878717 -3.166661 2.171992 -0.003 -0.004 0.001
H -4.817420 -2.789884 0.726812 0.002 -0.003 0.001
N 1.282189 -3.108320 2.195651 -0.002 -0.021 -0.038
C 2.096462 -2.180086 1.660484 -0.004 -0.037 0.029
N 1.708356 -1.013627 1.187493 -0.033 -0.029 0.001
C 2.793201 -0.276773 0.721160 -0.022 0.031 -0.018
C 3.994310 -0.866041 0.873496 0.018 0.020 0.003
S 3.807079 -2.411235 1.605522 0.011 -0.011 -0.002
C 2.483585 1.017645 0.126441 -0.028 -0.020 0.015
C 3.330499 1.955875 -0.338316 -0.003 -0.026 -0.007
S 2.451247 3.341639 -0.861789 0.009 0.048 0.015
C 0.969260 2.579197 -0.402879 0.016 -0.054 0.080
N 1.131651 1.354156 0.060053 0.003 0.044 -0.034
N -0.197578 3.246911 -0.447456 -0.032 -0.115 -0.146
H 0.301791 -3.077640 1.936449 -0.021 0.020 0.020
H 1.656007 -4.033772 2.328628 0.011 0.019 0.024
H 4.965149 -0.495039 0.593157 0.000 0.008 0.006
H 4.404995 1.923531 -0.394172 -0.001 0.001 0.004
H -0.245373 4.093613 -0.989473 -0.014 -0.006 0.032
H -1.065902 2.731756 -0.331996 0.018 -0.003 0.046
C -2.068741 1.183423 3.333707 -0.024 -0.031 0.008
P -0.390125 0.779154 2.808511 -0.088 0.106 0.072
C 0.287445 -0.224524 4.155744 0.042 -0.007 -0.058
C 0.528647 2.336431 2.974035 -0.042 0.013 0.005
H -2.067970 1.566589 4.354763 0.022 -0.003 -0.003
H -2.681188 0.283370 3.275063 0.010 0.018 0.016
H -2.488655 1.926930 2.658105 -0.002 0.014 -0.012
H 0.199420 0.318749 5.097619 -0.009 -0.019 -0.002
H 1.340188 -0.433934 3.962725 -0.003 0.004 0.012
H -0.252393 -1.166707 4.221183 -0.029 -0.024 -0.004
H 0.459070 2.699654 4.000088 -0.004 0.006 0.000
H 0.115482 3.090533 2.303609 0.008 -0.015 -0.015
H 1.579018 2.176389 2.726891 0.006 0.006 0.004
N -0.100714 -1.176316 -1.263714 -0.044 0.077 0.093
C 0.743790 -2.327796 -1.416361 -0.007 0.013 0.040
C 2.056212 -2.158732 -1.837639 0.009 -0.007 0.003
C 2.906155 -3.252081 -1.904922 -0.024 0.018 -0.027
C 2.447419 -4.516188 -1.560134 -0.012 -0.009 0.009
C 1.129518 -4.680045 -1.157612 0.006 -0.006 -0.002
C 0.273084 -3.590266 -1.082581 0.008 0.037 -0.006
H 0.151625 -0.450162 -1.927192 -0.038 -0.005 -0.025
H -1.084249 -1.386364 -1.414749 0.030 -0.065 -0.016
H 2.412087 -1.172581 -2.115833 0.005 0.011 0.004
H 3.926213 -3.116656 -2.240068 0.003 0.002 0.002
H 3.108121 -5.370203 -1.622768 0.000 -0.001 -0.001
H 0.757967 -5.665284 -0.907223 -0.002 -0.001 -0.004
H -0.752110 -3.714652 -0.760171 -0.027 0.003 0.008
```
Forces are in eV/Å.

The calculation puts the HOMO-LUMO gap at 6.9 eV. Its LUMO energy is -2.530 eV. The calculation puts the relative energy (zero: lowest compared OMol25 entry of this formula, charge and spin) at 0.000 eV. As for the charge: +1.



2.
Formula: C19H28N2O3S2
Source: OMol25
Level of theory: ωB97M-V with the def2-TZVPD basis set

```
54
Properties=species:S:1:pos:R:3:forces:R:3
C 0.097744 1.494976 -0.110698 -0.021 -0.034 0.009
S 0.457918 -0.266568 0.042282 -0.007 0.014 -0.017
C 2.228723 -0.253507 -0.331601 0.029 -0.014 0.060
C 2.496421 0.405128 -1.675753 -0.050 0.014 -0.001
O 2.908902 1.554110 -1.722842 0.021 -0.012 0.004
N 2.231405 -0.304499 -2.795211 0.001 -0.037 -0.024
C 1.651547 -1.630800 -2.922823 0.029 0.004 0.035
C 0.643021 -1.474649 -4.059125 0.001 -0.039 -0.006
C -0.741667 -0.985174 -3.596806 -0.028 0.020 -0.007
S -0.835178 0.799325 -3.911418 0.007 -0.003 -0.018
C 0.155413 0.556938 -5.402102 0.004 -0.029 -0.003
C 1.277444 -0.403138 -4.994682 0.017 0.027 -0.007
C 1.947133 -1.024033 -6.216021 -0.002 0.009 0.004
C 2.310509 0.328562 -4.103229 0.007 0.026 0.023
C 3.107755 0.302725 0.817965 0.043 0.019 -0.077
N 3.606006 -1.052726 1.039722 -0.059 -0.006 0.097
C 4.208003 -1.492321 2.161635 0.054 0.046 -0.039
O 4.522627 -0.723380 3.057103 -0.014 -0.015 0.011
C 4.543684 -2.977117 2.277996 0.057 -0.017 -0.070
C 6.053062 -3.147950 2.454760 -0.024 0.027 0.042
C 6.479976 -3.180103 1.008723 0.006 0.042 -0.065
C 7.023691 -1.943009 0.351888 0.019 -0.037 0.025
C 7.891906 -3.165016 0.537185 0.026 -0.006 -0.017
C 5.394172 -3.984479 0.342256 -0.040 -0.005 0.041
O 4.207596 -3.715701 1.101995 0.001 -0.029 0.037
C 2.854089 -1.649720 -0.060569 -0.011 -0.015 -0.047
H -0.939529 1.621727 0.194762 0.002 0.007 -0.003
H 0.738443 2.075121 0.551424 0.007 0.003 -0.007
H 0.217086 1.830902 -1.138450 0.004 0.011 0.001
H 2.428648 -2.353790 -3.199367 -0.015 -0.009 -0.002
H 1.187702 -1.963961 -1.998066 -0.012 0.019 0.002
H 0.524065 -2.425175 -4.582926 0.011 0.016 -0.021
H -1.524542 -1.478394 -4.174096 -0.006 -0.014 0.026
H -0.920509 -1.168410 -2.538845 0.009 0.005 0.011
H -0.463691 0.116781 -6.187968 0.004 0.010 -0.005
H 0.539239 1.512422 -5.758367 -0.011 0.009 0.009
H 2.435061 -0.258073 -6.822416 0.001 -0.007 -0.006
H 2.710427 -1.745474 -5.916188 0.001 -0.001 -0.002
H 1.217703 -1.540763 -6.842292 0.000 -0.002 0.000
H 2.095963 1.389965 -3.987402 -0.008 -0.001 -0.014
H 3.320035 0.232673 -4.515699 -0.005 0.001 -0.001
H 3.874389 1.001752 0.487433 -0.008 0.011 0.008
H 2.563949 0.715777 1.666665 -0.002 -0.023 0.015
H 3.975119 -3.378138 3.117980 -0.038 0.007 -0.011
H 6.486528 -2.331434 3.027832 -0.001 -0.013 0.014
H 6.270159 -4.097708 2.948960 -0.003 0.004 0.004
H 6.689546 -1.710105 -0.651033 -0.009 -0.004 0.001
H 7.216937 -1.083566 0.980000 -0.009 0.002 -0.001
H 8.674313 -3.123340 1.283041 -0.005 -0.001 0.003
H 8.140143 -3.745468 -0.342153 -0.003 0.002 -0.001
H 5.226241 -3.700520 -0.699936 0.013 0.004 -0.009
H 5.597547 -5.059547 0.385558 0.016 0.004 -0.014
H 2.150613 -2.429095 0.231035 -0.006 0.014 0.003
H 3.483333 -2.021014 -0.871543 0.005 -0.006 0.011
```
Forces are in eV/Å.

The calculation puts the HOMO-LUMO gap at 9.1 eV. Its LUMO energy is 0.461 eV. As for the SMILES: CSC1(C(=O)N2C[C@H]3CSC[C@@]3(C)C2)CN(C(=O)[C@@H]2CC3(CC3)CO2)C1. The calculation puts the relative energy (zero: lowest compared OMol25 entry of this formula, charge and spin) at 0.973 eV.



3.
Formula: C19H28N2Sr
Source: OMol25
Level of theory: ωB97M-V with the def2-TZVPD basis set

```
50
Properties=species:S:1:pos:R:3:forces:R:3
C -0.175091 -4.436785 -0.841522 2.288 -1.927 -1.127
C -1.216950 -3.894315 -1.606718 -0.528 -0.120 -0.890
C -2.041319 -3.161477 -0.726223 -0.857 0.425 -0.434
C -1.479889 -3.254493 0.558681 -0.475 0.430 1.424
C -0.313280 -4.045237 0.493385 -0.049 -0.109 0.590
Sr 0.945029 -1.695357 -0.979416 -3.503 -0.130 6.756
N 2.843140 -2.473021 0.261560 2.996 0.272 -2.060
C 1.932749 -2.005278 -2.831694 2.604 -1.607 -6.914
C 0.881669 -2.457286 -3.806755 1.420 2.387 2.543
H -3.000366 -2.669477 -0.995073 0.844 -0.262 0.233
H -1.396164 -4.071617 -2.690817 0.087 0.185 0.993
H -1.922578 -2.835675 1.503001 0.567 -0.341 -1.110
H 0.349171 -4.324081 1.327053 -0.354 0.339 -0.604
H 0.669326 -5.134374 -1.247143 -1.604 1.487 0.792
H 0.357908 -3.430461 -3.587683 1.263 0.840 -0.795
H 2.230631 -0.898678 -2.414197 0.025 -2.470 -2.676
H 3.945271 -2.475474 -0.151724 -3.237 0.103 1.316
H 0.324900 -1.679168 -4.392765 0.011 -0.756 0.992
H 2.835252 -2.713985 -2.885509 -1.474 1.057 1.265
C 0.034334 3.507572 3.836134 0.098 0.081 0.059
C -0.450122 2.420702 2.911398 -0.446 -0.458 -0.259
C -1.545498 1.635351 3.294181 0.051 0.169 0.156
C -2.031337 0.615729 2.456726 0.780 0.465 -0.222
C -3.218810 -0.179268 2.920440 -0.213 -0.190 -0.061
C -1.415938 0.393331 1.229890 -0.056 0.089 0.130
C -0.302880 1.186258 0.768221 0.291 0.390 -0.124
C 0.158896 2.196313 1.683118 -0.056 0.091 -0.055
N 0.229054 0.936517 -0.449948 -0.353 -0.222 -0.963
C 0.932979 1.960910 -1.277125 -0.276 -0.815 1.441
C 0.261883 3.330147 -1.206819 -0.039 0.347 -0.097
C 2.400041 2.070566 -0.841934 0.316 0.178 -0.200
C 0.887050 1.511237 -2.742642 -0.060 -0.009 -0.144
H -0.707425 4.311153 3.931847 0.078 -0.075 -0.042
H 0.214021 3.115584 4.844565 0.017 0.045 -0.116
H 0.965554 3.948210 3.466883 -0.075 -0.027 0.062
H -2.029816 1.822174 4.256699 0.090 -0.059 -0.146
H -3.050268 -0.594453 3.922225 0.025 0.012 -0.160
H -4.114104 0.452787 2.988286 0.089 -0.048 -0.041
H -3.438096 -1.003255 2.236796 0.025 0.041 0.066
H -1.814706 -0.378251 0.563877 0.235 0.208 0.156
H 1.020845 2.811016 1.401714 -0.371 -0.312 0.269
H 0.326793 3.778596 -0.213144 -0.098 -0.081 -0.167
H 0.751502 4.012260 -1.911166 -0.026 0.052 -0.012
H -0.795571 3.252489 -1.483599 0.093 -0.041 0.061
H 2.894547 1.086223 -0.830664 -0.210 0.235 0.001
H 2.938649 2.727922 -1.539736 0.136 -0.026 0.084
H 2.489344 2.494338 0.164597 0.016 -0.126 -0.220
H 1.486809 0.608606 -2.933354 -0.288 0.406 0.083
H -0.148205 1.314907 -3.059107 0.240 0.034 0.158
H 1.301067 2.310567 -3.374799 -0.037 -0.160 0.011
```
Forces are in eV/Å.

The calculation puts the HOMO-LUMO gap (spin up / spin down) at 3.6 / 3.7 eV. Its LUMO energy (spin up / spin down) is 4.954 / 4.952 eV. As for the charge: -2.



4.
Formula: C19H28N4O3S
Source: OMol25
Level of theory: ωB97M-V with the def2-TZVPD basis set

```
55
Properties=species:S:1:pos:R:3:forces:R:3
C 4.611452 2.283263 -1.058935 0.149 0.176 -0.038
C 4.849399 0.937435 -0.486488 0.025 -0.429 0.173
N 6.028520 0.521382 -0.108068 0.251 1.250 -0.477
O 5.890307 -0.743701 0.369903 -0.652 -0.875 0.222
C 4.609996 -1.116073 0.285774 -0.462 0.337 -0.219
C 3.885966 -0.084347 -0.253233 -0.113 -0.319 0.050
S 2.147818 -0.122097 -0.559222 0.413 -0.248 0.652
O 1.802367 0.987356 -1.410260 0.225 0.015 0.146
O 1.791178 -1.439411 -1.002743 -0.075 -0.070 0.104
N 1.560842 0.035290 0.985624 0.530 -0.575 -0.888
C 1.587368 1.382290 1.520122 -0.024 0.626 0.032
C 0.427981 2.249975 1.023936 -0.097 -0.211 0.125
H 0.496341 2.329028 -0.060198 -0.030 0.141 0.044
H 0.525195 3.251789 1.446401 -0.003 0.040 -0.027
C -0.930128 1.677813 1.438505 0.102 0.281 -0.032
N -1.160983 0.339999 0.908946 -0.185 -0.123 0.139
C -2.183450 -0.382160 1.649674 -0.141 -0.228 0.076
C -2.257084 -1.825143 1.130451 -0.042 0.155 0.176
N -2.514888 -1.931275 -0.284941 -0.067 -0.086 -0.053
C -1.602277 -1.091277 -1.029593 0.107 0.172 -0.002
C -1.501474 0.348768 -0.509142 -0.016 -0.088 -0.270
H -0.709614 0.853752 -1.064206 -0.045 0.051 -0.020
H -2.448552 0.890516 -0.672217 0.171 0.003 0.047
H -1.899942 -1.078604 -2.078662 0.042 -0.020 -0.053
H -0.606970 -1.546436 -0.964671 -0.075 0.089 -0.100
C -3.900409 -1.971940 -0.714779 0.093 -0.072 0.024
C -4.726791 -0.720134 -0.521226 -0.117 -0.044 -0.049
C -4.767880 0.262690 -1.503455 -0.083 -0.094 0.054
C -5.487847 1.428424 -1.308397 0.020 0.084 -0.078
C -6.185144 1.625231 -0.128446 -0.031 0.087 0.023
C -6.167958 0.644868 0.849083 -0.044 0.015 0.107
C -5.446471 -0.519452 0.651166 -0.029 -0.037 -0.128
H -5.443063 -1.284104 1.416009 0.009 -0.092 0.072
H -6.720577 0.785922 1.766907 -0.045 0.014 0.064
H -6.747031 2.534815 0.025004 -0.046 0.065 0.007
H -5.506606 2.184280 -2.080251 -0.009 0.057 -0.059
H -4.231419 0.112687 -2.430057 0.064 -0.029 -0.101
H -4.371463 -2.798041 -0.171502 -0.037 0.033 -0.099
H -3.888126 -2.232242 -1.777738 -0.082 -0.029 0.058
H -3.021369 -2.377403 1.680380 0.026 -0.049 0.030
H -1.284743 -2.298968 1.314337 -0.035 0.004 0.142
H -1.904841 -0.397888 2.707391 -0.025 0.016 -0.014
H -3.165600 0.109784 1.556835 0.139 -0.002 0.067
H -0.957688 1.608225 2.530797 -0.066 0.022 -0.022
H -1.730038 2.372445 1.126775 -0.003 -0.088 0.086
H 2.541104 1.830089 1.229829 0.025 0.121 0.219
H 1.558621 1.303904 2.612111 0.103 0.039 -0.080
H 0.595821 -0.315483 1.023877 -0.133 -0.123 -0.207
C 4.186979 -2.454526 0.744551 0.215 -0.024 0.056
H 3.285517 -2.735174 0.205936 0.049 -0.089 0.040
H 4.981228 -3.176831 0.573291 0.006 -0.078 -0.012
H 3.964856 -2.429585 1.810922 -0.020 -0.010 0.069
H 4.596673 3.028146 -0.263938 -0.039 0.071 0.013
H 5.414337 2.541614 -1.744081 0.018 0.058 -0.052
H 3.654012 2.290758 -1.572936 0.088 0.111 -0.039
```
Forces are in eV/Å.

The calculation puts the HOMO-LUMO gap at 8.9 eV. Its LUMO energy is 0.769 eV. As for the SMILES: Cc1noc(C)c1S(=O)(=O)NCCCN1CCN(Cc2ccccc2)CC1. The calculation puts the relative energy (zero: lowest compared OMol25 entry of this formula, charge and spin) at 3.827 eV.